(1)
The following is a DFT calculation (ωB97M-V/def2-TZVPD) of C15H30NO3Rb as an isolated structure.

Atoms and positions in Å:
1 Rb 0.052 2.862 0.475
2 C -1.710 -0.947 -0.679
3 C -0.403 -1.569 -0.166
4 C 0.367 -2.087 -1.376
5 C 1.796 -2.502 -1.021
6 C 2.495 -1.354 -0.330
7 C 1.723 -0.779 0.867
8 N 0.335 -0.509 0.499
9 O -0.392 0.018 1.560
10 C 2.441 0.517 1.207
11 C 1.861 -1.731 2.085
12 C -0.806 -2.759 0.723
13 H -1.521 -0.016 -1.226
14 H -2.384 -0.720 0.144
15 H -2.202 -1.627 -1.384
16 H 0.382 -1.304 -2.141
17 H -0.150 -2.958 -1.791
18 H 2.319 -2.809 -1.930
19 H 1.749 -3.372 -0.360
20 H 2.687 -0.565 -1.073
21 H 3.498 -1.655 -0.004
22 H 2.403 1.233 0.374
23 H 3.505 0.373 1.400
24 H 1.974 0.970 2.089
25 H 2.240 -2.714 1.792
26 H 0.908 -1.807 2.600
27 H 2.610 -1.359 2.794
28 H -1.306 -2.431 1.635
29 H 0.058 -3.344 1.048
30 H -1.476 -3.434 0.186
31 C -3.836 1.223 4.103
32 C -4.055 2.238 3.022
33 O -5.105 2.814 2.887
34 C -2.891 2.510 2.092
35 H -3.309 0.343 3.736
36 H -4.789 0.952 4.548
37 H -3.207 1.680 4.875
38 H -2.585 3.555 2.242
39 H -3.214 2.418 1.056
40 H -2.036 1.870 2.313
41 C 2.256 2.491 -4.323
42 C 1.166 2.158 -3.333
43 O 1.096 2.742 -2.273
44 C 0.181 1.103 -3.716
45 H 3.077 2.987 -3.814
46 H 1.830 3.156 -5.081
47 H 2.600 1.604 -4.853
48 H 0.684 0.240 -4.152
49 H -0.504 1.507 -4.469
50 H -0.410 0.788 -2.860

Summary:
HOMO-LUMO gap: 4.95 eV
F_max: 1.4 eV/A
E: -24328.03058 eV
Relative energy (zero: lowest compared OMol25 entry of this formula, charge and spin): 4.0 kcal/mol
Lowest unoccupied orbital energy: -0.428 eV

---

(2)
The following is a DFT calculation (ωB97M-V/def2-TZVPD) of a 3-piece molecular cluster, C15H31BClO10 overall.

Atoms and positions in Å:
1 C -3.294 -3.690 -2.660
2 C -1.846 -4.144 -2.689
3 O -1.133 -3.521 -3.739
4 C 0.122 -2.973 -3.352
5 C -0.081 -1.517 -2.985
6 O 1.133 -0.958 -2.559
7 C 0.969 0.041 -1.541
8 B 0.006 1.281 -1.939
9 O 0.209 1.981 -3.218
10 C -0.724 3.052 -3.097
11 C -1.001 3.214 -1.561
12 Cl -2.742 2.874 -1.076
13 O -0.068 2.434 -0.973
14 H -3.375 -2.614 -2.756
15 H -3.717 -3.957 -1.695
16 H -3.858 -4.223 -3.419
17 H -1.412 -3.929 -1.717
18 H -1.817 -5.221 -2.858
19 H 0.805 -3.081 -4.190
20 H 0.560 -3.510 -2.509
21 H -0.404 -1.006 -3.891
22 H -0.864 -1.479 -2.231
23 H 1.979 0.417 -1.339
24 H 0.625 -0.409 -0.604
25 H -1.151 0.821 -1.962
26 H -1.620 2.719 -3.623
27 H -0.242 3.935 -3.505
28 H -0.859 4.224 -1.191
29 C 4.015 -1.891 -1.187
30 C 4.447 -1.051 -0.007
31 O 4.564 -1.842 1.194
32 C 5.688 -2.532 1.325
33 O 6.622 -2.545 0.564
34 O 5.619 -3.223 2.473
35 C 6.752 -4.051 2.724
36 H 3.097 -2.429 -0.955
37 H 3.834 -1.262 -2.057
38 H 4.778 -2.629 -1.441
39 H 3.691 -0.299 0.210
40 H 5.385 -0.532 -0.203
41 H 7.675 -3.478 2.665
42 H 6.780 -4.880 2.017
43 H 6.635 -4.441 3.731
44 C -2.849 4.472 1.768
45 C -3.248 3.083 2.216
46 O -3.045 2.940 3.641
47 C -3.995 3.442 4.416
48 O -5.014 3.979 4.060
49 O -3.634 3.245 5.695
50 C -4.551 3.778 6.646
51 H -1.828 4.694 2.086
52 H -2.906 4.557 0.686
53 H -3.500 5.229 2.211
54 H -2.614 2.338 1.744
55 H -4.279 2.852 1.951
56 H -5.561 3.415 6.462
57 H -4.535 4.867 6.621
58 H -4.220 3.436 7.623

Summary:
HOMO-LUMO gap: 7.10 eV
Net charge: -1
F_max: 2.0 eV/A
E: -49733.77009 eV
Relative energy (zero: lowest compared OMol25 entry of this formula, charge and spin): 15.1 kcal/mol
Lowest unoccupied orbital energy: 2.499 eV

---

(3)
The following is a DFT calculation (ωB97M-V/def2-TZVPD) of C15H31BrP2Ti as an isolated structure.

Atoms and positions in Å:
1 P -3.262 -0.317 -4.779
2 P 0.429 -1.404 -5.456
3 C -2.191 -0.732 -6.189
4 C -1.265 -1.961 -6.028
5 H -1.638 0.179 -6.460
6 H -2.906 -0.874 -7.005
7 H -1.795 -2.715 -5.416
8 H -1.122 -2.411 -7.008
9 C 0.963 -0.276 -6.791
10 H 1.875 0.242 -6.419
11 H 0.186 0.488 -6.962
12 H 1.206 -0.794 -7.744
13 C 1.349 -3.023 -5.803
14 H 1.617 -3.181 -6.851
15 H 0.893 -3.942 -5.422
16 H 2.310 -3.013 -5.283
17 C -3.858 1.408 -4.985
18 H -4.247 1.818 -4.044
19 H -4.691 1.502 -5.748
20 H -3.076 2.106 -5.297
21 C -4.836 -1.244 -5.327
22 H -4.720 -2.354 -5.285
23 H -5.233 -0.993 -6.321
24 H -5.676 -1.108 -4.620
25 Ti 0.784 2.340 -2.238
26 C -0.038 -3.708 -2.459
27 C 0.227 -2.555 -3.090
28 C -0.400 -1.108 -2.626
29 C -1.870 -0.910 -2.175
30 C -3.228 -1.340 -3.081
31 C -3.407 -2.640 -2.388
32 C -2.526 -3.786 -2.471
33 C -1.254 -3.784 -1.544
34 C 1.005 1.482 -0.222
35 H 0.821 -4.310 -2.100
36 H 1.340 -2.469 -3.435
37 H -0.419 -0.564 -3.589
38 H 0.371 -0.539 -1.984
39 H -1.997 -1.349 -1.159
40 H -1.878 0.182 -1.967
41 H -4.054 -0.728 -2.609
42 H -4.025 -2.627 -1.469
43 H -2.214 -3.911 -3.506
44 H -3.126 -4.668 -2.231
45 H -1.448 -2.983 -0.791
46 H -1.191 -4.734 -0.987
47 H 2.052 1.045 -0.249
48 H 0.309 0.663 0.077
49 H 0.976 2.168 0.674
50 Br -0.662 4.073 -1.658

Summary:
HOMO-LUMO gap (spin up / spin down): 4.55 / 4.00 eV
Spin multiplicity: 3
F_max: 7.6 eV/A
E: -127782.57139 eV
Relative energy (zero: lowest compared OMol25 entry of this formula, charge and spin): 60.9 kcal/mol
Lowest unoccupied orbital energy (spin up / spin down): -0.459 / -1.031 eV

---

(4)
The following is a DFT calculation (ωB97M-V/def2-TZVPD) of C15H31ClO4P2Pb as an isolated structure.

Atoms and positions in Å:
1 P 5.623 -0.742 -0.373
2 P 3.629 -2.282 3.029
3 C 5.704 -1.189 1.352
4 C 5.003 -2.445 1.793
5 H 5.160 0.071 1.945
6 H 6.709 -1.134 1.786
7 H 4.535 -2.994 0.962
8 H 5.679 -3.155 2.298
9 C 4.241 -2.766 4.698
10 H 3.456 -2.614 5.453
11 H 5.118 -2.173 5.052
12 H 4.502 -3.827 4.701
13 C 2.332 -3.456 2.508
14 H 2.490 -4.381 3.122
15 H 2.414 -3.747 1.435
16 H 1.309 -3.080 2.720
17 C 6.935 0.516 -0.534
18 H 6.589 1.344 -1.169
19 H 7.825 0.078 -0.995
20 H 7.218 0.936 0.442
21 C 5.837 -1.970 -1.647
22 H 5.591 -2.976 -1.285
23 H 6.883 -1.972 -1.991
24 H 5.238 -1.743 -2.535
25 Pb 0.466 -2.889 -0.768
26 C 3.440 -0.421 3.072
27 C 4.595 0.556 2.859
28 C 4.080 1.996 2.669
29 C 3.698 2.433 1.191
30 C 4.204 1.794 -0.011
31 C 4.149 0.377 -0.287
32 C 3.005 -0.476 0.426
33 C 2.486 -0.154 1.837
34 C 0.504 -1.026 -1.995
35 H 2.935 -0.195 4.029
36 H 5.344 0.468 3.673
37 H 4.833 2.687 3.127
38 H 3.173 2.118 3.302
39 H 2.592 2.503 1.109
40 H 4.014 3.488 1.128
41 H 4.136 2.428 -0.903
42 H 3.953 0.252 -1.377
43 H 3.272 -1.558 0.350
44 H 2.122 -0.337 -0.225
45 H 2.036 0.847 1.840
46 H 1.600 -0.787 1.990
47 H -0.459 -0.930 -2.506
48 H 1.366 -1.057 -2.683
49 H 0.583 -0.177 -1.307
50 O -3.462 -1.834 0.301
51 Cl -2.147 -1.547 -0.176
52 O -1.780 -2.533 -1.292
53 O -2.023 -0.192 -0.634
54 O -1.090 -1.837 0.869

Summary:
HOMO-LUMO gap (spin up / spin down): 5.85 / 2.31 eV
F_max: 5.3 eV/A
E: -60579.02183 eV
Relative energy (zero: lowest compared OMol25 entry of this formula, charge and spin): 157.4 kcal/mol
Lowest unoccupied orbital energy (spin up / spin down): -0.035 / -1.251 eV

---

(5)
The following is a DFT calculation (ωB97M-V/def2-TZVPD) of C15H31ClP2Pt as an isolated structure.

Atoms and positions in Å:
1 P -0.416 -1.949 -0.791
2 P 0.168 1.713 -1.212
3 C -0.677 -0.783 -2.213
4 C 0.320 0.352 -2.429
5 H -1.705 -0.402 -2.171
6 H -0.651 -1.396 -3.124
7 H 1.364 -0.004 -2.434
8 H 0.183 0.819 -3.418
9 C -0.972 2.675 -2.340
10 H -1.135 3.682 -1.933
11 H -1.941 2.176 -2.507
12 H -0.488 2.787 -3.322
13 C 1.590 2.751 -1.755
14 H 1.573 2.853 -2.843
15 H 2.559 2.334 -1.492
16 H 1.446 3.741 -1.316
17 C -2.094 -2.623 -0.451
18 H -2.087 -3.324 0.388
19 H -2.386 -3.193 -1.342
20 H -2.862 -1.866 -0.265
21 C 0.328 -3.353 -1.682
22 H 1.304 -3.058 -2.108
23 H -0.354 -3.603 -2.514
24 H 0.418 -4.243 -1.032
25 Pt -1.118 -1.065 4.349
26 C -0.045 2.395 0.580
27 C -1.135 1.580 0.004
28 C -1.295 0.234 0.697
29 C -0.076 -0.604 1.131
30 C 1.031 -1.027 -0.015
31 C 1.785 0.157 -0.496
32 C 2.214 1.106 0.587
33 C 1.129 1.933 1.387
34 C -0.131 -2.451 5.241
35 H -0.172 3.489 0.535
36 H -2.085 2.101 -0.182
37 H -2.063 -0.343 0.184
38 H -1.833 0.500 1.634
39 H 0.461 -0.251 2.013
40 H -0.498 -1.544 1.554
41 H 1.761 -1.668 0.591
42 H 2.651 -0.050 -1.168
43 H 2.974 1.821 0.188
44 H 2.724 0.555 1.388
45 H 0.738 1.551 2.364
46 H 1.687 2.819 1.717
47 H 0.748 -1.936 5.664
48 H 0.196 -3.361 4.707
49 H -0.829 -2.715 6.081
50 Cl -2.303 0.685 3.573

Summary:
HOMO-LUMO gap (spin up / spin down): 6.41 / 5.47 eV
Spin multiplicity: 3
F_max: 5.7 eV/A
E: -50394.11594 eV
Relative energy (zero: lowest compared OMol25 entry of this formula, charge and spin): 109.2 kcal/mol
Lowest unoccupied orbital energy (spin up / spin down): -0.396 / -1.126 eV

---

(6)
The following is a DFT calculation (ωB97M-V/def2-TZVPD) of C15H31CuIP2 as an isolated structure.

Atoms and positions in Å:
1 P -0.010 -1.514 -1.796
2 P 0.199 1.969 -1.157
3 C -0.358 -0.188 -2.991
4 C 0.435 1.095 -2.758
5 H -1.447 -0.022 -2.956
6 H -0.108 -0.608 -3.974
7 H 1.517 0.903 -2.818
8 H 0.174 1.815 -3.548
9 C -1.499 2.656 -1.422
10 H -1.771 3.228 -0.518
11 H -2.252 1.852 -1.524
12 H -1.518 3.308 -2.314
13 C 1.375 3.309 -1.561
14 H 1.079 3.838 -2.479
15 H 2.379 2.891 -1.710
16 H 1.437 4.010 -0.726
17 C -1.363 -2.675 -2.186
18 H -1.460 -3.394 -1.364
19 H -1.180 -3.212 -3.133
20 H -2.328 -2.148 -2.265
21 C 1.635 -2.157 -2.204
22 H 2.407 -1.373 -2.230
23 H 1.599 -2.675 -3.173
24 H 1.936 -2.853 -1.412
25 Cu 0.876 1.570 3.944
26 C 0.238 1.204 1.271
27 C -1.112 1.005 1.011
28 C -1.650 -0.269 0.494
29 C -1.717 -1.423 1.520
30 C -0.632 -2.443 1.309
31 C 0.602 -2.269 0.765
32 C 1.348 -0.928 0.626
33 C 1.219 0.153 1.716
34 C 0.495 0.035 5.101
35 H 0.663 2.218 1.227
36 H -1.846 1.800 1.222
37 H -0.994 -0.566 -0.405
38 H -2.670 -0.110 0.095
39 H -1.623 -1.007 2.546
40 H -2.743 -1.885 1.483
41 H -0.933 -3.460 1.593
42 H 1.246 -3.163 0.704
43 H 1.049 -0.426 -0.328
44 H 2.440 -1.079 0.492
45 H 0.998 -0.268 2.718
46 H 2.227 0.617 1.841
47 H 1.248 -0.053 5.891
48 H 0.614 -0.801 4.396
49 H -0.530 0.147 5.489
50 I 0.310 3.348 5.497

Summary:
HOMO-LUMO gap (spin up / spin down): 6.86 / 5.38 eV
Spin multiplicity: 2
F_max: 3.6 eV/A
E: -87369.71428 eV
Relative energy (zero: lowest compared OMol25 entry of this formula, charge and spin): 71.5 kcal/mol
Lowest unoccupied orbital energy (spin up / spin down): 0.364 / -1.111 eV

---

(7)
The following is a DFT calculation (ωB97M-V/def2-TZVPD) of C15H31FP2Pt as an isolated structure.

Atoms and positions in Å:
1 P 0.240 -1.734 -2.229
2 P -0.152 1.799 -2.072
3 C -0.035 -0.628 -3.672
4 C 0.321 0.861 -3.550
5 H -1.063 -0.766 -4.028
6 H 0.637 -1.074 -4.403
7 H 1.379 1.039 -3.770
8 H -0.246 1.412 -4.299
9 C -1.819 2.490 -2.193
10 H -1.994 3.071 -1.279
11 H -2.553 1.676 -2.232
12 H -1.936 3.140 -3.070
13 C 1.068 3.080 -1.700
14 H 1.120 3.830 -2.498
15 H 2.052 2.613 -1.559
16 H 0.763 3.554 -0.756
17 C -0.943 -3.101 -2.195
18 H -0.694 -3.723 -1.318
19 H -0.876 -3.702 -3.111
20 H -1.953 -2.690 -2.070
21 C 1.936 -2.364 -2.296
22 H 2.631 -1.524 -2.157
23 H 2.128 -2.869 -3.249
24 H 2.057 -3.075 -1.464
25 Pt -0.104 -0.092 -0.859
26 C 0.494 1.608 -6.434
27 C -0.844 1.696 -6.295
28 C -1.806 0.986 -7.195
29 C -1.399 -0.466 -7.603
30 C -0.672 -1.250 -6.549
31 C 0.667 -1.378 -6.468
32 C 1.633 -0.563 -7.275
33 C 1.213 0.917 -7.553
34 C -0.032 -1.224 0.855
35 H 1.160 2.170 -5.772
36 H -1.305 2.441 -5.624
37 H -1.952 1.582 -8.117
38 H -2.798 0.942 -6.710
39 H -2.334 -1.005 -7.818
40 H -0.826 -0.419 -8.539
41 H -1.325 -1.837 -5.900
42 H 1.124 -2.213 -5.911
43 H 1.817 -1.067 -8.243
44 H 2.609 -0.549 -6.760
45 H 2.146 1.476 -7.720
46 H 0.642 0.950 -8.491
47 H 0.662 -0.704 1.534
48 H 0.303 -2.258 0.683
49 H -1.040 -1.216 1.296
50 F -0.421 1.456 0.364

Summary:
HOMO-LUMO gap (spin up / spin down): 4.04 / 5.06 eV
Net charge: +2
Spin multiplicity: 5
F_max: 4.0 eV/A
E: -40575.48062 eV
Relative energy (zero: lowest compared OMol25 entry of this formula, charge and spin): 0.0 kcal/mol
Lowest unoccupied orbital energy (spin up / spin down): -6.640 / -10.754 eV

---

(8)
The following is a DFT calculation (ωB97M-V/def2-TZVPD) of an isolated ion of composition C15H31N4O3 and charge +1.

Atoms and positions in Å:
1 C 0.790 0.103 5.603
2 N 0.175 0.847 4.539
3 C 0.659 1.013 3.326
4 O 1.763 0.590 2.936
5 C -0.173 1.846 2.302
6 C 0.256 3.355 2.273
7 C 1.773 3.686 2.055
8 C 2.436 3.447 0.698
9 C 3.735 2.623 0.796
10 N 3.541 1.163 0.928
11 N -0.222 1.286 0.947
12 C -0.537 -0.016 0.668
13 O -0.828 -0.774 1.590
14 C -0.555 -0.487 -0.766
15 C -1.938 -1.102 -1.214
16 C -1.926 -2.338 -2.197
17 C -1.269 -1.954 -3.550
18 C -1.211 -3.553 -1.613
19 N -0.144 0.481 -1.792
20 C 1.105 0.839 -2.093
21 C 1.298 1.571 -3.379
22 O 2.007 0.660 -1.324
23 H 1.053 -0.892 5.240
24 H 1.670 0.625 5.952
25 H 0.056 -0.016 6.404
26 H -0.729 1.222 4.749
27 H -1.193 1.830 2.722
28 H -0.310 3.854 1.509
29 H 0.016 3.779 3.249
30 H 1.926 4.749 2.276
31 H 2.324 3.170 2.849
32 H 1.774 2.969 -0.022
33 H 2.672 4.423 0.347
34 H 4.258 2.727 -0.126
35 H 4.368 3.019 1.635
36 H 2.917 0.905 1.692
37 H 4.398 0.620 0.981
38 H 3.064 0.783 0.102
39 H 0.022 1.878 0.179
40 H 0.199 -1.282 -0.807
41 H -2.549 -0.289 -1.610
42 H -2.446 -1.469 -0.321
43 H -2.945 -2.608 -2.402
44 H -1.348 -2.775 -4.290
45 H -0.213 -1.742 -3.375
46 H -1.790 -1.094 -3.956
47 H -1.639 -3.834 -0.675
48 H -0.149 -3.324 -1.459
49 H -1.312 -4.429 -2.288
50 H -0.840 0.645 -2.504
51 H 0.862 2.572 -3.247
52 H 2.331 1.750 -3.560
53 H 0.760 1.096 -4.173

Summary:
HOMO-LUMO gap: 10.45 eV
Net charge: +1
F_max: 2.9 eV/A
E: -28157.47270 eV
SMILES: CNC(=O)[C@@H](CCCC[NH3+])NC(=O)[C@@H](CC(C)C)NC(C)=O
Relative energy (zero: lowest compared OMol25 entry of this formula, charge and spin): 0.0 kcal/mol
Lowest unoccupied orbital energy: -2.067 eV